1.
C44H86AlBrFN8O9 | ωB97M-V with the def2-TZVPD basis set

Calculated values
molecular weight: 997.10 g/mol
net charge: -1

```
150
C44H86AlBrFN8O9 ωB97M-V with the def2-TZVPD basis set
Br 0.1415 1.2937 -2.4340
Al -0.2882 -1.3852 0.6139
F -2.4180 -3.2803 0.8378
O 7.5465 0.9762 -1.9498
O -0.5962 8.8764 -1.6474
O 1.7906 -1.6193 2.7357
O -3.0398 -3.3920 -7.5914
O -0.7493 2.8527 2.6341
O -0.2806 -4.1749 -3.7213
O -3.5917 1.5948 7.2163
O -3.1054 -7.3272 0.0306
O 3.0770 4.8410 0.1938
N -2.8532 -3.0388 -5.3871
N 8.0798 2.5888 -3.4122
N -4.4673 -5.5715 0.3184
N -0.4998 -6.3996 -3.8431
N -4.3602 -0.4689 6.8279
N -0.0707 10.4629 -3.1376
N 1.7063 6.5923 0.4755
N -0.5829 3.1107 4.8496
C -2.3665 10.3601 -2.2715
C 0.2400 -5.2625 -3.9309
C -5.2969 0.8121 8.7031
C 0.3292 -0.6956 -2.1892
C 2.8827 -1.0263 2.1204
C 3.4345 -3.4823 1.3006
C 1.9320 5.2566 0.3315
C -5.7343 -4.8933 0.4849
C -4.2463 -6.9018 0.1615
C -3.3959 -0.2973 2.7909
C 3.8153 -1.9395 1.3628
C -2.1982 4.4854 3.6120
C -0.2576 -4.3817 1.3274
C 7.8442 3.7419 -4.2546
C -0.8998 3.6719 6.1459
C -1.9437 -0.1404 0.4119
C 3.6343 -4.0503 2.7815
C -4.4364 -1.6765 -6.6715
C 4.4858 0.9080 1.4793
C -4.3507 0.6929 7.5357
C 0.4355 7.2704 0.6487
C 1.1149 -0.9616 -0.8305
C 5.4210 -0.0215 0.7508
C 4.2487 -4.2836 0.2033
C -5.1792 -1.6423 7.0484
C -1.1284 3.4245 3.6432
C -0.0656 -7.7644 -4.0530
C 5.0472 -1.4639 0.6872
C -1.0014 -3.2968 0.4380
C 1.0312 -1.2927 -3.4818
C 3.2383 0.4177 2.1641
C 1.6965 -5.3982 -4.2888
C -3.3961 -2.7650 -6.6002
C 0.2326 -5.5477 0.3318
C -0.3076 11.6025 -3.9990
C 7.1896 1.9433 -2.6039
C -3.1455 -2.4098 -4.1161
C -0.9558 9.8338 -2.3164
C -2.7148 -0.1893 1.7754
C -5.4468 -7.8150 0.1556
C 0.5291 -0.9313 2.4297
C 0.7370 4.3413 0.3497
C 5.7774 2.4662 -2.5560
C 4.9180 2.4349 1.4802
H -2.3703 11.3954 -1.9247
H -1.4655 -6.2341 -3.5988
H -0.6662 -6.0280 -0.1727
H 2.5487 7.1470 0.4543
H -0.4018 6.5778 0.6571
H 0.8683 -5.0317 -0.4615
H 0.6208 0.1956 2.5717
H 0.0094 4.1133 6.5630
H 4.0494 3.1439 1.5551
H 5.3234 2.4134 -3.5476
H -0.2475 -8.3294 -3.1362
H 2.8217 -4.7876 3.0416
H -5.1177 -8.8449 0.0221
H 9.0047 2.1856 -3.3951
H -5.9787 -7.7424 1.1063
H 3.5583 -3.2155 3.5503
H 0.6164 -2.3232 -3.6885
H -3.0513 4.1757 4.2187
H 2.1551 -4.4105 -4.3207
H -3.8945 -0.6784 3.7160
H 0.2169 4.4247 1.3037
H 0.7826 -6.3797 0.8617
H 5.7600 -2.1490 0.1445
H -0.7006 -1.1526 -2.1049
H 0.3079 7.9821 -0.1710
H -3.8987 -1.6311 -4.2046
H 1.0633 3.3093 0.2260
H -1.6146 0.9185 0.2012
H 0.7423 -0.6235 -4.3535
H -2.2210 -1.9780 -3.7284
H -1.6748 4.4312 6.0880
H 2.3446 -3.5062 0.9747
H -6.5750 -5.5828 0.4753
H -4.7787 -1.5698 -7.7003
H -5.1761 1.7896 9.1682
H -4.0075 -0.7258 -6.3494
H -3.6190 -5.0142 0.3140
H 0.3681 12.4076 -3.7014
H -5.7674 -1.8279 6.1469
H 5.3511 -4.3475 0.4402
H -6.3293 0.7171 8.3610
H -2.5372 4.6269 2.5862
H 2.1508 -1.3836 -3.4029
H 5.1871 1.8547 -1.8737
H -2.8246 10.2914 -3.2600
H 8.0733 3.4688 -5.2876
H -2.1636 -3.7769 -5.4098
H 1.5983 0.0205 -0.5308
H 0.5759 -3.9647 1.9580
H 1.7996 -5.8595 -5.2730
H 6.3659 0.3758 0.2739
H 5.7695 3.4956 -2.1916
H -4.5205 -2.4953 7.2258
H -3.4987 -3.1796 -3.4267
H 0.0632 4.5910 -0.4727
H -1.3337 11.9551 -3.9411
H -1.7981 5.4335 3.9783
H 8.5170 4.5436 -3.9404
H -3.7016 -0.4781 6.0610
H -5.8488 -1.5229 7.8961
H 2.5878 1.1553 2.7024
H 5.4889 2.6740 0.5247
H -5.2935 -1.9347 -6.0468
H -0.2272 -1.2607 3.2218
H -5.7166 -4.3578 1.4366
H 4.6821 -4.4743 2.9131
H 0.4643 7.8164 1.5964
H 0.1259 2.3937 4.7956
H 2.2138 -5.9954 -3.5353
H -1.0619 -4.8638 1.9770
H 3.8523 -5.3386 0.0670
H 4.0755 -3.7603 -0.7926
H -2.9540 9.7614 -1.5768
H -5.0737 0.0451 9.4473
H 1.9386 -1.7325 -0.9068
H -6.1124 -7.5550 -0.6699
H -5.8493 -4.1718 -0.3269
H -0.6600 -8.1957 -4.8619
H 6.8171 4.0909 -4.1947
H -0.0834 11.3111 -5.0275
H -1.2354 2.8609 6.7952
H -2.5851 -0.5515 -0.4308
H 0.9884 -7.8253 -4.3097
H 5.6783 2.5561 2.3151
H 0.8539 10.0582 -3.1179
H -0.9312 -3.5810 -0.6676
```

=====

2.
C44H89N7O3 | ωB97M-V with the def2-TZVPD basis set

Calculated values
molecular weight: 764.24 g/mol
SMILES string: CCN(CC)CC.CCN(CC)CC.C1CCOC1.C1CCOC1.C1CCOC1.CCCC#N.CCCC#N.CCCC#N.CCCC#N.CCCC#N

```
143
C44H89N7O3 ωB97M-V with the def2-TZVPD basis set
O 3.9632 -1.8838 1.0115
O 4.4267 4.1781 1.2102
O 0.1610 -4.7504 1.2139
N 6.4093 -1.0858 3.3754
N -2.9973 -4.2668 -3.8742
N -1.3597 4.4480 3.2228
N 2.4948 -1.7143 -3.6349
N -5.1594 1.3309 -0.2333
N -3.3716 4.5320 -3.1708
N 1.7047 0.1533 0.6528
C 4.1347 1.6163 3.4434
C -0.2748 2.8353 -2.6482
C 4.4215 0.7986 -2.3268
C -0.8691 -1.3809 -1.1948
C 1.2435 -0.6456 -0.0358
C -3.5767 -4.3469 -2.5072
C -2.6917 4.6411 2.7358
C -3.0190 3.4800 -2.8433
C 0.5422 -1.7206 -0.7657
C 2.4369 0.8643 -3.9192
C -1.9153 -5.2188 -3.9550
C 0.7183 -6.7038 -0.0848
C 2.4359 -0.5788 -3.7348
C 3.5942 -2.8539 2.0289
C -0.9480 -5.6887 1.1492
C -1.2434 1.9430 -3.3727
C 3.0931 1.5681 -2.7837
C -2.5344 2.0674 -2.5753
C 2.9382 5.2723 -0.1643
C -4.8534 -3.1662 -4.8645
C -5.5355 2.0422 0.6217
C 4.0272 5.3150 1.9430
C -4.4404 -5.5958 -2.2405
C 3.1772 0.6580 4.1384
C 5.2466 -3.8693 0.5271
C -3.8982 -4.3771 -4.9452
C 5.7701 -0.2342 2.9674
C -2.9559 5.8535 1.7851
C 3.4745 3.9126 0.2437
C 1.2278 -5.3695 0.4395
C 0.3774 5.0808 4.8647
C -0.8223 5.4542 4.0676
C -1.8373 -0.9774 -0.0804
C -0.7368 -6.3951 -0.1892
C -0.5696 -4.5896 -3.5874
C 4.6821 -3.9246 1.9533
C -0.8318 2.7375 1.4496
C 4.6315 -2.5954 -0.0770
C -0.4507 3.9625 2.1983
C 2.8648 5.9765 1.1678
C -6.6887 1.5650 2.7213
C -5.7059 0.4713 3.1403
C -6.0625 2.6442 1.8452
C 4.9433 0.8358 2.3992
H 5.4010 -1.8524 -0.4996
H -2.2904 1.8080 -1.5682
H 4.7917 2.1164 4.1268
H -3.3592 1.4562 -3.0418
H -1.1332 1.9017 2.0840
H 5.1092 0.6752 -3.1517
H 4.1773 0.2768 1.8301
H 6.3277 -3.7846 0.5604
H -1.1759 -2.3054 -1.6844
H 3.9487 3.3339 -0.6180
H 3.5750 5.7423 -0.9367
H -0.5751 -3.8868 -2.7313
H -1.4640 -7.1928 -0.3300
H 1.3950 -4.7441 -0.4161
H -0.9518 0.8901 -3.4242
H 3.7794 -0.0821 4.6774
H -1.5081 0.0029 0.4062
H -5.9264 -0.0037 4.1563
H -4.2385 -3.4348 -2.4723
H -1.7847 -1.6640 0.7665
H 3.3857 2.5771 -3.1719
H 3.0744 7.0064 1.0740
H -0.2039 4.7314 1.4705
H -1.8695 -5.0641 1.1566
H 5.1287 -4.6820 -0.1939
H -2.1507 -6.0716 -3.3493
H 3.5024 -2.3113 2.9843
H -5.1442 3.0670 2.3217
H 3.6537 5.0361 2.9389
H 3.0443 0.9676 -4.8647
H -0.5930 6.3866 3.5487
H 0.1436 4.3410 5.6054
H -3.9639 -6.5237 -2.6228
H -0.0958 -4.0242 -4.4489
H 0.0072 2.4418 0.8529
H -0.7708 -0.6006 -1.9515
H -2.9491 3.7947 2.0891
H -4.7196 0.9387 3.1898
H 1.1470 4.7667 4.2187
H 4.1599 -4.8789 2.1823
H 2.5300 1.6580 -1.8655
H 2.6811 0.0192 3.4176
H -1.8605 -5.6759 -4.9444
H 1.1598 -6.9304 -1.1036
H -0.9219 -5.6671 -0.9885
H 5.4580 1.4794 1.6813
H 0.7087 5.9893 5.3434
H 2.3373 1.0801 4.7473
H -4.5805 -5.7561 -1.2232
H -7.5792 1.1047 2.2907
H -1.3701 2.2163 -4.3978
H -2.1248 6.0302 1.0653
H 0.5648 -2.5946 -0.1404
H 2.1622 -5.3703 0.9991
H -2.9120 -0.8928 -0.2616
H -5.5888 -0.3603 2.4349
H 1.0884 -1.9649 -1.6756
H -0.0717 2.3302 -1.7246
H -0.7209 3.8593 -2.5402
H -3.4334 4.5387 3.5794
H 2.6180 -3.2783 1.8035
H 0.1967 -5.3899 -3.2920
H -4.4201 -5.2633 -5.0162
H -2.7710 -4.1919 -1.8280
H -5.3697 -5.5075 -2.7737
H 2.7237 3.2737 0.7684
H -3.2485 -4.1947 -5.8319
H -5.6393 -3.3850 -4.1268
H -0.9082 -6.3976 1.9933
H 4.9082 1.4092 -1.5793
H 0.4837 3.6911 2.6896
H -1.6007 5.7850 4.7369
H -3.8244 5.6995 1.2167
H 3.6036 2.3888 2.9113
H 5.4073 -3.7438 2.7079
H -1.6806 2.9132 0.7910
H -6.7134 3.4378 1.7715
H -5.2399 -2.9240 -5.8288
H 0.8711 -7.5728 0.5593
H -7.1158 2.1161 3.5945
H 3.9539 -2.7839 -0.8704
H 4.2622 -0.2128 -1.9161
H -4.3054 -2.3101 -4.5572
H 0.6764 2.9697 -3.1265
H 1.4214 1.1400 -4.3127
H 1.8890 5.0970 -0.5726
H 4.8234 6.0621 1.9418
H 1.9273 5.8323 1.6270
H -3.1306 6.7909 2.3546
```

=====

3.
C44H91Cl16NO25 | ωB97M-V with the def2-TZVPD basis set

Calculated values
molecular weight: 1601.44 g/mol

```
177
C44H91Cl16NO25 ωB97M-V with the def2-TZVPD basis set
Cl -5.1578 0.9596 -3.4925
Cl -7.9874 -0.7501 0.1799
Cl -5.0204 -0.6161 0.0142
Cl -3.4073 -2.0231 2.5334
Cl 1.7379 0.3474 -0.7241
Cl 4.4376 -1.8623 -0.4577
Cl 1.3833 1.9673 -4.0300
Cl -0.5316 -1.5071 -0.5925
Cl 1.0797 -4.7141 2.5527
Cl -3.3748 -1.8733 5.5547
Cl -0.9812 3.6063 -1.6045
Cl 3.1419 4.3079 -3.4576
Cl 5.5477 -4.5635 -0.2529
Cl -0.8210 -6.1380 0.7688
Cl -2.4898 0.1711 -2.8290
Cl -3.6717 4.1121 -0.3845
O 1.7849 4.3621 5.3637
O 6.1018 6.3770 0.6569
O -2.7301 -7.9803 -3.2790
O 2.5105 -0.6961 2.7890
O 2.0206 -4.8215 -2.8302
O -0.8931 9.9403 3.4393
O 1.0665 -4.1414 -4.8310
O -5.8312 3.0929 3.5651
O 1.0477 -1.8665 3.7372
O 4.5046 4.7871 1.3338
O 7.6757 -1.1716 -3.6828
O -3.0869 -6.6505 -1.4785
O 0.7951 3.4428 3.5399
O -3.7721 -3.1309 -5.4675
O -3.3583 -8.7947 -1.1936
O 5.5201 -1.7313 -3.4224
O -4.0092 2.1198 3.6199
O 1.6886 0.0018 4.9202
O 0.2917 -5.9802 -3.9090
O 3.1169 3.4118 3.8314
O 6.4451 4.8558 2.3857
O -0.3648 8.0433 4.5661
O 6.2929 0.3183 -2.8680
O -5.9825 0.8676 4.0377
O -0.7993 8.0651 2.3009
N -6.8262 -4.3075 -6.9008
C -4.6345 -3.7474 -6.3914
C -2.5628 3.0073 -1.2509
C 4.2989 -3.5129 -1.0107
C -6.4530 -1.2344 0.9130
C 0.3586 -7.1066 -3.0647
C -1.7651 5.7917 2.3930
C -2.3629 -3.1260 -5.8183
C 1.8935 3.6910 -4.5431
C 4.3273 3.4646 4.5892
C 8.0716 -3.5735 -3.6314
C 8.0283 -2.2955 -4.5108
C -6.0342 -3.7381 -5.8199
C 7.5775 5.5439 2.7985
C -2.8403 -5.5241 -2.2939
C -4.1761 -2.5127 4.0919
C -0.7010 8.6336 3.5122
C 4.5819 0.0556 3.4726
C -5.3516 1.9341 3.7895
C 5.0569 1.0181 -2.8165
C 1.9437 -3.0878 -5.0939
C 1.7963 3.7355 4.2245
C -3.0581 1.0561 3.5300
C -0.7130 10.7227 4.5690
C -7.1878 3.3602 3.7115
C -3.9060 -0.2264 -3.7788
C -2.8545 -4.2449 -1.4445
C 1.1658 -4.9078 -3.7344
C -6.1010 -4.6649 -4.5860
C 0.6300 5.0598 5.8059
C -3.0378 -7.8100 -2.0906
C -0.5096 6.6671 2.1702
C 1.7609 -0.7836 3.9166
C 0.0075 -2.2545 4.6519
C 2.6566 3.8920 0.1021
C 5.6901 5.4874 1.4324
C 1.0406 5.7567 7.2089
C 0.1304 0.0330 -0.0049
C 1.5507 -1.7712 -4.3933
C -0.1708 -4.5871 1.2565
C -1.6339 1.5747 3.7824
C -3.2746 -10.1191 -1.5995
C 6.4133 -0.9063 -3.4025
C 3.4620 0.2896 2.5317
C 3.5335 5.0807 0.2898
H -2.6025 -3.3563 -2.0233
H 0.2292 -4.0717 0.3833
H -2.1286 6.0582 3.3854
H -0.0854 -7.9388 -3.6110
H -7.9164 2.6794 3.2712
H 4.6572 1.3238 -3.7834
H 8.1792 4.7473 3.2361
H -0.1479 6.3302 1.1987
H 0.2245 -0.0275 1.0794
H 1.5755 6.7013 7.1101
H -1.5219 4.7429 2.2227
H -5.3052 -4.3964 -3.8912
H -1.2016 11.6578 4.2954
H -3.2944 0.3278 4.3058
H -3.6204 -5.4126 -3.0470
H -3.0653 2.8171 -2.1992
H -7.5327 4.3163 3.3178
H 2.9567 -3.3743 -4.8111
H -3.1366 0.6360 2.5273
H -2.1581 -4.3449 -0.6119
H -2.0062 -4.1544 -5.8752
H 0.5912 -1.3310 -4.6650
H -4.2477 -3.5991 4.1421
H 1.5868 -1.8678 -3.3082
H 4.8984 -0.9854 3.4061
H 2.9715 5.9720 0.5686
H -3.6905 -0.1715 -4.8458
H -0.5581 0.8579 -0.1880
H -0.5709 -3.1259 4.3449
H 1.8600 -2.8259 -6.1486
H 0.3111 10.9090 4.8926
H 5.1621 2.0324 -2.4314
H -1.8798 -5.5874 -2.8054
H 7.4772 6.2954 3.5816
H 7.1732 -3.6931 -3.0258
H 4.2997 0.2188 4.5127
H -0.6396 -1.4057 4.8730
H 4.2310 0.5980 -2.2426
H 8.9823 -2.1065 -5.0029
H 0.2264 6.3363 2.9031
H 3.0479 1.2840 2.6984
H -1.0810 -4.0713 1.5624
H 3.7686 0.2096 1.4888
H -7.4085 3.4330 4.7764
H 2.2711 -1.0044 -4.6781
H 3.3638 -3.9170 -0.6230
H -4.2673 -1.2353 -3.5795
H 1.0386 4.3666 -4.5704
H -4.6649 -3.1476 -7.3011
H -2.3739 2.1352 -0.6249
H 2.0815 3.4899 0.9362
H -2.1178 -2.7090 -6.7951
H -7.7814 -4.2970 -6.5728
H 8.9417 -3.4420 -2.9882
H -1.2807 1.9928 2.8398
H 5.3504 0.7939 3.2437
H 3.2064 3.0904 -0.3912
H -6.5595 -5.2769 -6.9963
H 8.1111 5.9557 1.9419
H -1.7489 -2.4925 -5.1781
H 1.3836 -7.4049 -2.8443
H -5.2044 -2.1519 4.1170
H 1.7333 5.1763 7.8184
H -1.5620 2.4246 4.4610
H -7.0874 -4.6965 -4.1234
H 1.8212 4.2495 -0.4998
H 4.7483 4.4648 4.6915
H 0.1240 5.9752 7.7568
H 5.1191 2.9695 4.0271
H -6.4407 -2.3120 0.7496
H -0.9214 0.8084 4.0880
H 8.2020 -4.5000 -4.1905
H 4.0575 5.3834 -0.6168
H -6.5090 -0.9861 1.9728
H -4.2766 -4.7467 -6.6391
H 0.4725 -2.4831 5.6108
H 0.2273 5.8202 5.1367
H -4.1228 -10.3954 -2.2258
H -5.8773 -5.6845 -4.8999
H 2.3236 3.7360 -5.5436
H -6.3823 -2.7342 -5.5770
H -3.3234 -10.9291 -0.8716
H 4.2661 -3.4921 -2.1000
H -0.0952 -6.8363 -2.1113
H -3.8512 -4.0678 -1.0404
H -2.3929 6.2614 1.6358
H -0.1962 4.3857 6.0319
H -2.3360 -10.2516 -2.1377
H 4.2032 3.0675 5.5967
H -1.3628 10.4052 5.3844
H 7.3382 -2.3532 -5.3525
```

=====

Calculated LUMO energy, 1.8, 0.6, 0.3 eV (same order as the records).
Calculated largest force on an atom, 3.4, 4.2, 4.7 eV Å⁻¹ (same order as the records).